Formula: C2H3I2NO
Source: the OMol25 dataset
Level of theory: wB97M-V/def2-TZVPD

highest occupied orbital energy (alpha / beta) = -7.43 / -7.44 eV
E_LUMO (alpha / beta) = -0.97 / -0.98 eV
energy above the lowest of the compared OMol25 structures with the same formula, charge and spin = 543.2 kJ/mol

Atoms and positions in Å:
C 0.91824 0.60415 -0.65537
C -0.33937 0.35839 0.04791
N -1.13119 -1.40309 1.65688
O -0.43276 -2.19146 2.15236
I -1.46733 -1.36044 -0.67905
I -1.48733 2.03173 0.38661
H 1.61206 -0.36800 -0.78028
H 0.76655 0.87993 -1.78861
H 1.56113 1.44879 -0.34046